[1]
176
Properties=species:S:1:pos:R:3:lowdin_charge:R:1 method="wB97M-V/def2-TZVPD" e_homo_ev=-9.5144 gap_ev=8.2264
Cl 8.46227 22.97961 19.76109 0.547
C 10.00402 22.59484 20.63504 -0.601
C 11.06223 22.58616 19.56638 -0.685
Cl 12.49252 21.77837 20.18350 0.665
H 9.85880 21.64852 21.16885 0.077
H 10.31900 23.38569 21.27937 0.057
H 11.39041 23.58017 19.39437 0.019
H 10.62984 22.06513 18.74699 0.026
Cl 9.00013 27.88920 14.54766 0.510
C 10.17564 26.78791 15.43515 -0.663
C 9.91317 25.45159 14.91163 -0.625
Cl 10.45910 24.29424 16.24066 0.560
H 9.92632 26.93311 16.52641 0.028
H 11.17270 27.15792 15.16673 0.053
H 10.40771 25.34053 13.96528 0.039
H 8.87841 25.16998 14.81657 0.054
Cl 13.18571 24.68712 13.71044 0.587
C 13.70676 24.88734 12.02728 -0.684
C 13.17528 26.15946 11.46310 -0.662
Cl 14.11945 26.58649 9.99770 0.545
H 13.33946 24.01440 11.48829 0.074
H 14.84991 24.91651 12.01351 0.085
H 13.34174 26.99229 12.12362 0.048
H 12.12677 26.10917 11.16545 0.078
Cl 11.74654 26.33602 23.87628 0.543
C 12.67313 27.29074 25.11443 -0.605
C 13.14896 28.53181 24.40383 -0.656
Cl 14.42242 29.28561 25.43703 0.551
H 13.55256 26.64942 25.23745 0.062
H 12.08828 27.41736 25.99168 0.065
H 12.35547 29.25397 24.33183 0.048
H 13.47636 28.34045 23.38956 0.033
Cl 16.42175 27.48748 16.44673 0.698
C 15.87989 27.79126 14.82492 -0.652
C 16.82884 28.83566 14.23535 -0.647
Cl 16.46041 29.23490 12.53110 0.598
H 14.89271 28.09848 14.96217 0.023
H 15.93646 26.93445 14.22312 0.049
H 17.86507 28.52087 14.27825 0.060
H 16.64468 29.74420 14.84610 0.064
Cl 11.45814 33.35200 17.14148 0.598
C 10.70024 31.87779 17.89062 -0.618
C 10.70462 30.77470 16.88108 -0.694
Cl 9.98661 29.39232 17.59718 0.710
H 9.66987 32.04965 18.28767 0.090
H 11.28618 31.54360 18.76360 0.061
H 11.68312 30.44964 16.57263 0.034
H 10.07827 30.97782 15.97454 0.093
Cl 10.04666 26.54680 19.79099 0.616
C 10.76830 27.95320 20.56832 -0.743
C 9.87539 29.00369 21.06638 -0.725
Cl 10.74633 30.30881 21.76332 0.678
H 11.43649 28.32843 19.76929 0.025
H 11.53707 27.63282 21.27041 0.030
H 9.20102 28.64055 21.87312 0.090
H 9.21577 29.33977 20.30251 0.031
C 18.61772 21.29979 14.69508 -0.061
C 18.06835 22.07690 13.68959 -0.055
C 16.89281 21.67777 13.00500 0.032
C 16.39550 20.39232 13.31405 -0.067
C 16.88415 19.62280 14.38449 -0.094
C 18.03133 20.09183 15.05576 0.018
C 16.31439 18.35405 14.74965 -0.271
O 16.90415 17.64901 15.59205 0.066
C 15.14577 17.79511 13.93642 -0.075
C 14.51719 16.59562 14.27651 -0.004
C 13.58296 16.08981 13.41102 -0.077
C 13.15310 16.77353 12.29044 -0.030
C 13.82795 17.97080 11.99155 -0.010
C 14.77180 18.52102 12.79130 -0.110
C 15.26947 19.87526 12.50060 -0.288
O 14.83324 20.50310 11.55857 0.102
H 19.41245 21.78607 15.24637 0.107
H 18.45844 23.05125 13.58720 0.089
H 16.38181 22.35207 12.33360 0.109
H 18.26616 19.52791 15.95112 0.119
H 14.77065 16.00821 15.15813 0.128
H 13.13249 15.19768 13.67696 0.085
H 12.22370 16.47877 11.77454 0.118
H 13.58743 18.52780 11.09988 0.118
C 14.12725 17.35183 20.10394 -0.060
C 14.96649 17.56758 19.01993 -0.022
C 14.41915 18.11219 17.85900 0.003
C 13.11055 18.52308 17.79455 -0.093
C 12.25863 18.30006 18.84393 -0.076
C 12.81042 17.70972 20.01175 0.005
C 10.81005 18.69765 18.66012 -0.272
O 9.99170 18.36243 19.48850 0.111
C 10.43201 19.47983 17.44746 -0.095
C 9.14483 20.03331 17.35442 -0.007
C 8.80070 20.84540 16.30731 -0.073
C 9.67242 21.01456 15.25908 -0.097
C 10.90343 20.47173 15.36659 -0.012
C 11.30463 19.64671 16.41784 -0.095
C 12.70768 19.23280 16.51448 -0.249
O 13.48832 19.48528 15.62765 0.118
H 14.44813 16.83332 20.94375 0.090
H 16.01524 17.33030 19.12546 0.111
H 14.94345 18.41050 16.99130 0.082
H 12.23242 17.55904 20.85133 0.094
H 8.55268 19.99289 18.23312 0.105
H 7.85399 21.36361 16.28533 0.114
H 9.31805 21.69711 14.47197 0.119
H 11.56209 20.39229 14.47780 0.137
C 9.27950 35.25957 19.92249 -0.059
C 8.82799 34.78694 21.13375 -0.065
C 9.73986 34.35750 22.12516 -0.005
C 11.08483 34.26221 21.82322 -0.064
C 11.56153 34.72320 20.54595 -0.105
C 10.66835 35.30828 19.63838 -0.024
C 12.99688 34.83143 20.32379 -0.283
O 13.37446 35.51693 19.36972 0.067
C 13.90967 34.09768 21.23888 -0.052
C 15.28885 34.13267 21.01856 -0.047
C 16.17462 33.46940 21.81340 -0.052
C 15.68376 32.68982 22.88882 -0.073
C 14.39537 32.73611 23.26260 0.003
C 13.48661 33.41232 22.40890 -0.070
C 12.09183 33.55375 22.74330 -0.295
O 11.63486 32.98980 23.72846 0.073
H 8.46294 35.64746 19.33185 0.104
H 7.76391 34.68423 21.26633 0.104
H 9.40488 34.01199 23.12378 0.130
H 11.15145 35.74511 18.76972 0.095
H 15.67149 34.75597 20.24558 0.107
H 17.28041 33.49121 21.75302 0.127
H 16.39987 32.08531 23.45351 0.119
H 14.06102 32.10757 24.07965 0.106
C 15.19201 31.81753 18.61090 -0.057
C 14.82066 31.60126 17.27680 -0.019
C 14.27207 30.35010 16.95804 -0.028
C 14.04862 29.39363 17.94038 -0.137
C 14.45756 29.59145 19.25165 -0.040
C 15.09186 30.83964 19.52251 0.014
C 14.42170 28.49209 20.26331 -0.285
O 14.74946 28.72334 21.38918 0.110
C 13.99623 27.11992 19.85635 -0.125
C 14.26333 26.06660 20.66553 -0.039
C 14.09130 24.78910 20.26149 -0.041
C 13.66349 24.56699 18.91439 -0.097
C 13.39167 25.61500 18.09759 -0.014
C 13.54004 26.97782 18.54529 -0.070
C 13.44566 28.10957 17.55225 -0.344
O 12.93993 27.94266 16.47102 0.066
H 15.64590 32.76566 18.85154 0.087
H 14.83983 32.42335 16.55043 0.108
H 13.97223 30.20014 15.93660 0.116
H 15.47154 31.01504 20.53018 0.114
H 14.57857 26.26734 21.69055 0.128
H 14.33156 23.91516 20.88237 0.100
H 13.57417 23.57722 18.57604 0.060
H 13.10117 25.38558 17.01138 0.114
C 19.36466 31.06465 12.21553 -0.064
C 19.70876 30.69662 13.47783 -0.110
C 19.21115 31.26764 14.56372 -0.039
C 18.33802 32.29599 14.40389 -0.110
C 17.87944 32.64185 13.12854 -0.082
C 18.39462 32.05469 12.00279 -0.011
C 16.85298 33.74687 12.93820 -0.283
O 16.45809 33.96233 11.82104 0.115
C 16.31596 34.46299 14.10565 -0.073
C 15.38192 35.52014 14.03941 0.010
C 14.79061 36.08528 15.19195 -0.043
C 15.28000 35.69762 16.43756 -0.063
C 16.33041 34.79971 16.54824 -0.023
C 16.83027 34.15714 15.39835 -0.072
C 17.91360 33.10604 15.54864 -0.284
O 18.43667 32.92195 16.62396 0.102
H 19.80994 30.55422 11.37583 0.112
H 20.37256 29.85424 13.54103 0.117
H 19.51579 31.04762 15.58585 0.140
H 18.07506 32.38989 11.03626 0.120
H 15.02832 35.87326 13.08295 0.113
H 14.00634 36.84881 15.05815 0.117
H 14.94901 36.15486 17.37275 0.100
H 16.71948 34.44167 17.51363 0.115

=====

[2]
174
Properties=species:S:1:pos:R:3:lowdin_charge:R:1 method="wB97M-V/def2-TZVPD" e_homo_ev=-8.0462 gap_ev=3.3671 charge=+1
C 1.75548 -6.22540 -4.46029 -0.059
C 2.57717 -5.00366 -4.01881 -0.364
C 3.42623 -4.50027 -5.19131 -0.082
C 3.36039 -5.27637 -2.74428 -0.120
C 4.73844 -5.48095 -2.77148 -0.025
C 5.41997 -5.88141 -1.62289 -0.051
C 4.71161 -6.17969 -0.46032 -0.030
C 3.33583 -5.97455 -0.39967 -0.121
C 2.59675 -6.32183 0.89209 -0.378
C 2.84930 -5.25160 1.95537 -0.057
C 2.92264 -7.72518 1.43065 -0.067
C 2.68312 -5.42153 -1.51848 -0.082
N 1.26580 -5.16249 -1.44336 0.007
N 0.43967 -6.24725 -1.41798 0.164
N -0.79700 -5.73744 -1.22707 0.016
C -2.00261 -6.55245 -1.26697 -0.089
C -2.53496 -7.06268 -0.07048 -0.124
C -1.67648 -7.08551 1.18588 -0.359
C -0.58002 -8.13901 1.01864 -0.056
C -2.47254 -7.29382 2.48226 -0.071
C -3.81664 -7.60951 -0.09340 -0.015
C -4.48531 -7.78299 -1.30376 -0.044
C -3.89146 -7.39611 -2.50139 -0.026
C -2.64664 -6.76746 -2.49979 -0.141
C -2.01498 -6.36322 -3.82857 -0.378
C -2.94257 -5.45559 -4.63905 -0.055
C -1.60172 -7.60781 -4.62522 -0.058
C -0.73710 -4.38045 -1.02100 -0.136
C -1.85826 -3.68943 -0.43510 -0.158
C -1.65296 -3.02500 0.80053 -0.041
C -2.71557 -2.43051 1.47545 -0.083
C -4.00569 -2.49569 0.94094 -0.090
C -4.22911 -3.15297 -0.27576 -0.080
C -3.17455 -3.75228 -0.95764 -0.018
C 0.54275 -3.94613 -1.34466 -0.238
C 0.92391 -2.63181 -1.65552 -0.011
H 1.15700 -6.63388 -3.63452 0.049
H 1.07342 -5.94992 -5.27887 0.079
H 2.40655 -7.03568 -4.82861 0.095
H 1.86764 -4.20207 -3.76409 0.118
H 3.98766 -3.60479 -4.90342 0.084
H 4.13340 -5.25967 -5.55087 0.079
H 2.76894 -4.23608 -6.02770 0.081
H 5.27495 -5.35844 -3.71491 0.108
H 6.50210 -5.98719 -1.63595 0.108
H 5.21824 -6.58972 0.41913 0.115
H 1.53416 -6.31331 0.62777 0.092
H 2.61768 -4.25394 1.55669 0.077
H 2.22796 -5.43012 2.84462 0.081
H 3.90898 -5.25454 2.25623 0.085
H 2.70521 -8.50567 0.68808 0.091
H 3.98137 -7.81514 1.71095 0.074
H 2.31814 -7.93542 2.32551 0.072
H -1.20171 -6.09305 1.24493 0.128
H 0.00507 -7.94277 0.10954 0.057
H 0.10698 -8.15620 1.87503 0.072
H -1.02785 -9.14035 0.92050 0.098
H -3.25704 -6.53509 2.59315 0.085
H -2.94009 -8.28727 2.50804 0.081
H -1.81236 -7.21327 3.35587 0.083
H -4.28678 -7.92016 0.84191 0.111
H -5.47534 -8.22926 -1.31710 0.110
H -4.39947 -7.56629 -3.45660 0.119
H -1.11132 -5.79387 -3.57956 0.111
H -3.20774 -4.56598 -4.05261 0.069
H -2.45122 -5.12474 -5.56428 0.086
H -3.87318 -5.97740 -4.90231 0.079
H -0.95368 -8.25962 -4.02263 0.089
H -2.48732 -8.19015 -4.91850 0.083
H -1.05380 -7.32777 -5.53576 0.077
H -0.63372 -3.02685 1.21184 0.118
H -2.52593 -1.91891 2.42340 0.111
H -4.83059 -2.01232 1.46479 0.104
H -5.23061 -3.18295 -0.71032 0.113
H -3.34992 -4.27662 -1.90397 0.104
H 0.10277 -2.04367 -2.06737 0.016
H 1.96102 -2.32630 -1.69084 0.028
C 5.11580 3.60955 0.48620 -0.046
C 4.27326 2.71738 1.16599 -0.068
C 2.98896 2.46033 0.69858 -0.005
C 2.55533 3.05640 -0.51511 -0.232
C 1.32871 2.64344 -1.16522 0.026
C 1.24610 2.38108 -2.53147 -0.028
C 0.43356 1.30559 -2.94608 0.084
C -0.93178 1.14332 -2.49357 -0.219
C -2.05484 1.88874 -2.97018 -0.005
C -3.34614 1.54128 -2.57457 -0.073
C -3.58762 0.36012 -1.85902 -0.047
C -2.49951 -0.37588 -1.37183 -0.043
C -1.20641 0.06335 -1.61551 -0.064
Pd -0.00013 4.87477 0.57850 0.215
P 0.93021 6.87449 1.03186 0.940
C 1.87960 7.37765 -0.43664 -0.383
C 3.26900 7.59336 -0.40366 -0.091
C 3.93969 7.95295 -1.57712 -0.089
C 3.24280 8.08155 -2.78474 -0.088
C 1.86960 7.82347 -2.82122 -0.086
C 1.19080 7.46350 -1.65444 -0.118
C -0.28663 8.20058 1.28887 -0.361
C -0.03323 9.53928 0.93233 -0.087
C -0.97242 10.53039 1.24014 -0.075
C -2.16592 10.19387 1.89268 -0.076
C -2.44475 8.85492 2.18375 -0.073
C -1.52402 7.86303 1.85125 -0.100
C 2.10155 6.95657 2.42822 -0.367
C 2.23982 8.08246 3.26645 -0.064
C 3.17336 8.06339 4.30811 -0.075
C 3.98116 6.93722 4.51803 -0.076
C 3.81645 5.80933 3.70926 -0.080
C 2.86886 5.81360 2.69109 -0.133
P -1.25998 3.71279 2.01649 0.929
C -0.65325 2.06206 2.43946 -0.359
C 0.03572 1.83281 3.64527 -0.074
C 0.71576 0.62513 3.82971 -0.076
C 0.69833 -0.36189 2.83559 -0.079
C -0.02103 -0.14618 1.65491 -0.091
C -0.69888 1.05402 1.46159 -0.128
C -1.53310 4.66247 3.53573 -0.366
C -2.82898 5.00690 3.96024 -0.078
C -2.99828 5.92729 4.99868 -0.076
C -1.88301 6.50081 5.62232 -0.074
C -0.59400 6.14918 5.21273 -0.067
C -0.41768 5.21940 4.18617 -0.119
C -2.86703 3.38900 1.25434 -0.381
C -3.61290 2.24010 1.58115 -0.087
C -4.85608 2.03040 0.98597 -0.082
C -5.36787 2.96480 0.07618 -0.088
C -4.61396 4.09168 -0.26667 -0.083
C -3.35527 4.29490 0.30565 -0.103
C 3.36256 4.04038 -1.12080 -0.023
C 4.63189 4.31268 -0.62352 -0.056
H 6.13453 3.76759 0.84621 0.117
H 4.61977 2.21163 2.07023 0.116
H 2.27699 1.80392 1.21598 0.115
H 0.50671 2.30451 -0.51935 0.087
H 1.88820 2.93651 -3.25293 0.137
H 0.80360 0.65030 -3.73701 0.143
H -1.90151 2.74186 -3.63253 0.117
H -4.19089 2.18403 -2.84299 0.111
H -4.60186 0.04401 -1.61498 0.111
H -2.65741 -1.29120 -0.80497 0.063
H -0.36499 -0.44022 -1.13113 0.076
H 3.81202 7.49218 0.53705 0.103
H 5.01620 8.14558 -1.54739 0.108
H 3.76610 8.39421 -3.69240 0.106
H 1.31629 7.91902 -3.75747 0.106
H 0.12154 7.23587 -1.66980 0.101
H 0.89175 9.80694 0.41917 0.111
H -0.77145 11.57373 0.98246 0.108
H -2.88406 10.96989 2.17229 0.108
H -3.37593 8.56465 2.67983 0.107
H -1.74186 6.80274 2.01943 0.065
H 1.62736 8.96680 3.10202 0.103
H 3.28079 8.93470 4.95990 0.109
H 4.73348 6.93327 5.31134 0.108
H 4.42647 4.91273 3.85937 0.105
H 2.68974 4.91959 2.08338 0.077
H 0.03186 2.59044 4.42756 0.097
H 1.28762 0.45928 4.74135 0.106
H 1.24789 -1.29453 2.97372 0.105
H -0.03681 -0.92358 0.88717 0.072
H -1.25514 1.23909 0.53807 0.084
H -3.69680 4.55328 3.47790 0.105
H -4.00615 6.20523 5.32014 0.109
H -2.01736 7.21921 6.43324 0.108
H 0.28646 6.59786 5.68585 0.110
H 0.58577 4.95753 3.84823 0.086
H -3.23151 1.52133 2.30606 0.110
H -5.42858 1.13195 1.23428 0.106
H -6.35263 2.81299 -0.37183 0.109
H -5.00344 4.81991 -0.97899 0.108
H -2.72786 5.14472 0.01713 0.081
H 2.90963 4.60343 -1.94362 0.121
H 5.24880 5.07372 -1.09881 0.111